1.
Computed, not measured: C19H30BClN6PtTe4 as an isolated structure, with the ωB97M-V functional and the def2-TZVPD basis.

The calculation puts the molar mass at 1094.2 g/mol. The value obtained for the LUMO energy (alpha / beta) is -0.5 / -2.0 eV. For the HOMO energy (alpha / beta), the calculation gives -7.81 / -7.66 eV. As for the charge: 0. Its spin multiplicity is 5. The calculation puts the largest force on an atom at 0.6 eV/A. The calculation puts the energy at -74749.7396 eV. Its energy relative to the best compared isomer or geometry (same formula, charge and spin) is 1.304 eV.

Atoms and positions in Å:
Pt  -0.4834  -0.4913  -0.1523
C  -1.3421  0.3105  -5.0035
C  -1.8023  0.6304  -3.5774
C  -2.2255  -0.6393  -2.8574
C  -0.7272  1.4113  -2.8685
C  -0.1325  2.5847  -3.3582
C  0.7255  2.9980  -2.3688
N  0.6492  2.1234  -1.3555
N  -0.2337  1.1459  -1.6544
B  1.5128  2.0976  -0.0866
N  0.6132  2.0772  1.1658
C  0.6184  2.9544  2.1773
C  -0.2680  2.5184  3.1327
C  -0.7992  1.3194  2.6289
N  -0.2501  1.0717  1.4329
C  -1.8258  0.4708  3.3406
C  -2.1681  -0.8397  2.6453
C  -1.3391  0.1927  4.7673
N  2.3846  0.8291  -0.0901
C  3.7210  0.7366  -0.0857
C  4.0648  -0.5983  -0.0356
C  2.8410  -1.2830  -0.0001
N  1.8409  -0.4038  -0.0449
C  2.5798  -2.7578  0.1033
C  3.8355  -3.5720  -0.1913
C  2.0437  -3.0925  1.5009
H  -2.1090  -0.2618  -5.5276
H  -1.1448  1.2164  -5.5765
H  -0.4274  -0.2849  -4.9775
H  -2.6761  1.2900  -3.6352
H  -1.4140  -1.3698  -2.8407
H  -2.5436  -0.4337  -1.8334
H  -3.0780  -1.0937  -3.3649
H  -0.3312  3.0793  -4.2930
H  1.3805  3.8508  -2.3072
H  2.1968  3.0831  -0.0611
H  1.2647  3.8157  2.1516
H  -0.5079  2.9992  4.0649
H  -2.7418  1.0667  3.4038
H  -1.3501  -1.5565  2.7445
H  -3.0631  -1.2766  3.0915
H  -2.3744  -0.7003  1.5829
H  -0.4004  -0.3644  4.7414
H  -1.1729  1.1132  5.3262
H  -2.0757  -0.4041  5.3074
H  4.3350  1.6210  -0.1203
H  5.0564  -1.0156  -0.0249
H  1.8147  -3.0051  -0.6364
H  4.6072  -3.3628  0.5525
H  3.6107  -4.6381  -0.1476
H  4.2373  -3.3443  -1.1793
H  2.8386  -2.9849  2.2425
H  1.2310  -2.4224  1.7776
H  1.6786  -4.1209  1.5373
Te  -5.2739  -0.1865  0.2113
Te  -4.8897  2.2178  1.1742
Te  -3.5682  4.3308  -1.9809
Te  -2.5447  2.9007  -0.0296
Cl  -2.6076  -2.9290  -0.3634
C  -0.8596  -2.5490  -0.1174
H  -0.3241  -3.0836  -0.8992
H  -0.6067  -2.9913  0.8415



2.
Computed, not measured: C19H30ClKN9S2 as an isolated structure, with the ωB97M-V functional and the def2-TZVPD basis.

The calculation puts the molar mass at 523.2 g/mol. The value obtained for the LUMO energy is -2.4 eV. For the HOMO energy, the calculation gives -9.79 eV. As for the charge: +1. The calculation puts the largest force on an atom at 0.9 eV/A. The calculation puts the energy at -84115.3517 eV.

Atoms and positions in Å:
K  6.3424  -14.3445  -10.6085
C  4.0042  -17.7837  -12.6212
C  4.4579  -16.3531  -12.5182
N  5.7029  -16.0027  -12.5602
N  6.5899  -17.0280  -12.7262
C  7.8716  -16.7441  -12.5567
N  8.6736  -17.7653  -12.9036
S  8.7200  -15.3264  -11.9327
C  3.4411  -15.3128  -12.3153
C  2.1435  -15.6280  -11.9164
C  1.2404  -14.6127  -11.6514
C  1.6243  -13.2862  -11.7957
C  2.8966  -13.0399  -12.2550
N  3.7672  -14.0171  -12.4928
H  4.8171  -18.4279  -12.9548
H  3.1825  -17.8593  -13.3284
H  3.6561  -18.1249  -11.6498
H  8.2671  -18.6420  -13.1842
H  9.6458  -17.7740  -12.6594
H  1.8695  -16.6551  -11.7924
H  0.2417  -14.8678  -11.3032
H  0.9363  -12.4868  -11.5879
H  3.2401  -12.0215  -12.4167
Cl  9.7951  -8.9358  -12.0575
C  9.7481  -10.4257  -11.1817
C  10.9011  -10.9729  -10.6479
C  10.7933  -12.1621  -9.9497
C  9.5447  -12.7538  -9.8498
N  8.4309  -12.2227  -10.3578
C  8.5373  -11.0766  -11.0117
H  11.8455  -10.4742  -10.7557
H  11.6646  -12.6303  -9.5104
H  9.4300  -13.7104  -9.3626
H  7.6279  -10.6135  -11.3714
N  6.2265  -12.5303  -16.3592
C  7.4040  -12.9556  -15.5945
C  6.9141  -13.6782  -14.3514
N  5.8059  -12.8741  -13.7573
H  6.4671  -11.7919  -17.0067
H  5.3225  -12.4345  -14.5667
H  5.8372  -13.2891  -16.8946
H  7.9629  -12.0652  -15.3172
H  8.0868  -13.6181  -16.1386
H  7.7067  -13.8537  -13.6136
H  6.5222  -14.6607  -14.6139
H  5.1138  -13.4665  -13.2375
H  6.1558  -12.1541  -13.1234
C  3.3447  -13.2030  -8.0768
N  4.7562  -12.9652  -7.7881
C  5.2373  -13.0317  -6.3891
C  6.6437  -12.4282  -6.4850
N  6.5437  -11.6739  -7.7416
C  5.4871  -12.0649  -8.5020
S  5.1550  -11.5354  -10.0776
H  3.1199  -14.2529  -7.8540
H  3.1614  -13.0034  -9.1316
H  2.7256  -12.5560  -7.4562
H  5.2436  -14.0697  -6.0404
H  4.5791  -12.4177  -5.7632
H  7.4152  -13.1991  -6.5613
H  6.8858  -11.7725  -5.6441
H  7.3434  -11.2294  -8.1725